Entry 1
DFT (ωB97M-V/def2-TZVPD) results for C17H34O2 in the gas phase.

```
53
Properties=species:S:1:pos:R:3
C 4.02247 -0.01752 -5.56263
C 2.59288 0.37078 -5.20586
C 2.50630 1.01289 -3.82318
C 1.07220 1.39331 -3.46217
C 0.95844 2.14088 -2.13323
C 1.32688 1.28604 -0.92177
C 1.00033 2.00017 0.38822
C 1.39199 1.19965 1.63073
C 0.58294 -0.08691 1.78599
C 0.79639 -0.73405 3.15303
C 0.15879 -2.12103 3.27097
C -1.34174 -2.16222 2.97718
C -2.17955 -1.38036 3.98516
C -3.66161 -1.32210 3.61206
C -3.95927 -0.31772 2.49228
C -3.56983 -0.83383 1.12813
O -3.92386 -1.87715 0.64692
O -2.78927 0.04866 0.48307
C -2.37241 -0.31540 -0.82562
H 4.41549 -0.73082 -4.84125
H 4.06186 -0.47148 -6.55012
H 4.66708 0.85892 -5.56196
H 1.95857 -0.51849 -5.22995
H 2.20972 1.06939 -5.95344
H 3.13250 1.90807 -3.80229
H 2.89967 0.31355 -3.08356
H 0.66878 2.02819 -4.25540
H 0.45856 0.48945 -3.42190
H 1.59809 3.02609 -2.16078
H -0.07227 2.48787 -2.01709
H 2.39306 1.05467 -0.94298
H 0.77808 0.34438 -0.97377
H -0.07135 2.21183 0.42653
H 1.52557 2.95863 0.40532
H 2.45766 0.96174 1.59152
H 1.22751 1.82553 2.51183
H 0.87107 -0.79940 1.01070
H -0.47274 0.15285 1.65289
H 1.87000 -0.83778 3.33194
H 0.40417 -0.07594 3.93082
H 0.66218 -2.79460 2.57270
H 0.33472 -2.50281 4.27989
H -1.67059 -3.20435 2.98293
H -1.51815 -1.77862 1.97391
H -2.07931 -1.85467 4.96452
H -1.80055 -0.36092 4.07334
H -4.23542 -1.02629 4.49272
H -4.00631 -2.30937 3.29926
H -5.03627 -0.13589 2.45823
H -3.44958 0.62916 2.67180
H -1.75057 -1.21263 -0.78768
H -1.80391 0.52699 -1.21054
H -3.23935 -0.51734 -1.45743
```

Total charge = 0
M = 270.5 g mol⁻¹
SMILES = CCCCCCCCCCCCCCCC(=O)OC
LUMO energy = 0.03500 Eh

=====

Entry 2
DFT (ωB97M-V/def2-TZVPD) results for C17H34O2 as an isolated structure.

```
53
Properties=species:S:1:pos:R:3
C 6.07066 -4.85759 2.44810
C 4.86963 -4.66545 1.37402
C 4.81347 -3.39744 0.56583
C 3.81397 -3.27817 -0.38468
C 3.96225 -1.82931 -1.19054
C 2.86841 -1.90879 -2.13981
C 1.43902 -2.05670 -1.55094
C 0.93335 -0.92937 -0.92792
C -0.53851 -1.05260 -0.56307
C -1.02067 0.16254 0.47646
C -2.55103 -0.22029 0.90642
C -3.48286 -0.14700 -0.27427
H -4.38524 0.08276 0.27930
H -3.48775 -0.97268 -0.77515
C -3.43456 1.25251 -1.14745
C -3.59516 2.40318 -0.05278
O -4.56870 2.88307 0.53055
O -2.46815 3.16470 -0.08168
C -2.59738 4.37065 0.52885
C -1.06138 4.47038 1.16455
H -0.88819 5.41730 1.63053
H -0.68900 3.49365 1.73140
H -0.46882 4.59510 0.21361
C -3.01721 5.42527 -0.03156
H -4.06596 5.30370 -0.75918
H -2.45923 5.72416 -1.09183
H -2.84082 6.58598 0.48367
H -3.24056 4.11627 1.41052
H -2.49360 1.22127 -1.46641
H -4.33557 1.21470 -1.65794
H -2.62786 -1.02788 1.43159
H -2.60972 0.81020 1.53805
H -0.94407 1.05200 -0.02181
H -0.26910 0.17929 1.37145
H -1.09869 -0.95714 -1.36453
H -0.95385 -2.10998 -0.02794
H 1.12295 0.09250 -1.43556
H 1.40088 -1.06266 0.36071
H 0.67359 -2.07234 -2.63676
H 1.16726 -3.20278 -1.22040
H 2.93256 -2.64285 -2.77249
H 2.90529 -1.16562 -2.53105
H 3.77375 -1.24004 -0.34761
H 4.93599 -1.80113 -1.48370
H 2.94468 -3.56277 0.08231
H 3.83241 -4.00510 -1.08856
H 4.90666 -2.50461 1.42083
H 5.91371 -3.15488 0.17832
H 3.97796 -4.90691 1.78128
H 5.09188 -5.74151 0.68629
H 6.06943 -5.82902 2.83131
H 6.03353 -4.07454 3.04257
H 6.93083 -4.67851 1.73621
```

Total charge = 0
M = 270.5 g mol⁻¹
LUMO energy = 0.02910 Eh

=====

Which of them is most stable, and which least? Most stable: entry 1; least stable: entry 2.

=====

Entry 1
DFT (ωB97M-V/def2-TZVPD) results for a 2-piece molecular cluster, C4H8IN2 overall.

```
15
Properties=species:S:1:pos:R:3
C -0.18284 -0.21251 -0.58946
C 0.68844 -2.89326 -0.89234
C -0.23860 2.15635 -0.10379
C -0.64520 0.53902 1.52214
N 1.37556 -2.32363 -1.67104
N -0.40084 0.71879 0.15445
I -0.33619 -4.37786 0.04449
H 0.22690 0.04974 -1.54134
H -0.49358 2.38821 -1.10022
H 0.89042 2.31762 0.02514
H -0.84571 2.67781 0.60616
H -1.78071 0.49719 1.80798
H -0.03778 1.14116 2.27037
H -0.29806 -0.46090 1.85877
H 2.07818 -2.21772 -2.39131
```

Total charge = +1
M = 211.0 g mol⁻¹
LUMO energy (spin up / spin down) = -0.19310 / -0.19313 Eh

=====

Entry 2
DFT (ωB97M-V/def2-TZVPD) results for an isolated ion of composition C4H8IN2 and charge +1.

```
15
Properties=species:S:1:pos:R:3
C 1.24663 1.41149 -0.80664
N -0.00641 1.02654 -0.27002
C -0.06573 0.69526 1.19872
C -0.08267 -0.38649 0.12479
C -1.50865 -0.96137 -0.25114
N -1.65552 -2.16009 -0.64356
I -3.25030 0.15817 0.13707
H 1.24442 1.30491 -1.94588
H 1.56284 2.49319 -0.58327
H 1.98789 0.68740 -0.38426
H -0.90802 1.05668 1.63331
H 0.80623 0.72742 1.83788
H 1.12870 -0.80351 -0.21943
H -0.88745 -2.75979 -0.93270
H -2.53145 -2.66401 -0.80588
```

Total charge = +1
M = 211.0 g mol⁻¹
SMILES = CN1C[C@H]1C(=[NH2+])I
LUMO energy = -0.17596 Eh

=====

Which of them is most stable, and which least? Most stable: entry 2; least stable: entry 1.

=====

Entry 1
DFT (ωB97M-V/def2-TZVPD) results for C10H14NO14P2PtS as an isolated structure.

```
43
Properties=species:S:1:pos:R:3
Pt -0.25791 0.35443 -0.83453
O -0.02567 -1.77108 -4.65821
C 0.06101 -1.22218 -3.46660
O -0.89089 -0.82778 -2.81448
C 1.44910 -1.12953 -2.93728
C 2.56502 -1.72728 -3.47330
C 3.76202 -1.62240 -2.76550
C 3.79429 -0.95511 -1.55279
C 2.62880 -0.36788 -1.09648
N 1.50891 -0.44981 -1.79757
C 2.44836 0.27288 0.25999
O 3.18917 -0.06285 1.17197
O 1.43342 1.07807 0.35334
H -0.95362 -1.80378 -4.93114
H 2.49287 -2.27241 -4.40420
H 4.65862 -2.08946 -3.15147
H 4.69238 -0.88640 -0.95260
C -1.33180 -0.17206 4.13733
C -0.83643 0.02193 2.71347
O -0.25116 1.21201 2.58702
P 0.31458 -1.36119 2.07707
O 1.61960 -1.00871 2.82869
O -0.19413 -2.66029 2.77928
O 0.41178 -1.43896 0.59820
P -2.56326 -0.20989 1.45776
O -2.96771 -1.63957 2.06732
O -3.43088 0.88020 1.90589
O -2.05419 -0.50615 0.05408
H -0.53357 0.15075 4.80489
H -1.59562 -1.20048 4.34708
H -2.19727 0.46872 4.31013
H 0.19185 1.35348 1.71712
H 2.34145 -0.61166 2.26117
H -0.88146 -3.14691 2.29070
H -3.88874 -1.64234 2.38344
C -1.90707 4.29560 -1.01316
S -1.85722 2.55174 -1.07006
O -3.15440 2.02557 -1.32647
O -0.81224 2.14889 -2.07340
O -1.21524 2.10048 0.23278
H -1.98765 4.64876 -2.04201
H -0.98773 4.64978 -0.54576
H -2.78739 4.57286 -0.43169
```

Total charge = +1
M = 661.3 g mol⁻¹
Spin multiplicity = 5
LUMO energy (spin up / spin down) = -0.15269 / -0.23215 Eh

=====

Entry 2
DFT (ωB97M-V/def2-TZVPD) results for C10H14NO14P2PtS as an isolated structure.

```
43
Properties=species:S:1:pos:R:3
Pt -0.21017 -0.12407 -0.43439
O -0.83392 -3.97627 1.34119
C -0.65068 -2.97064 0.52620
O -1.29979 -1.93769 0.54846
C 0.43674 -3.13945 -0.47408
C 1.05874 -4.31987 -0.79952
C 2.01161 -4.29540 -1.82048
C 2.30239 -3.10445 -2.45525
C 1.64581 -1.95347 -2.04110
N 0.73760 -1.99006 -1.08069
C 1.88873 -0.59108 -2.61322
O 2.59297 -0.41585 -3.57314
O 1.25648 0.36370 -1.97127
H -1.45554 -3.71240 2.04449
H 0.79688 -5.23068 -0.27987
H 2.51458 -5.20734 -2.11234
H 3.02436 -3.02625 -3.25666
C -0.48590 4.31430 -0.72177
C -0.30634 2.88139 -1.07421
O 0.52192 2.08556 -0.28889
P -1.16972 2.07294 -2.37199
O -2.51849 2.87715 -2.47966
O -0.46830 2.39505 -3.74738
O -1.36094 0.58187 -2.17699
P -1.57670 1.45086 1.98417
O -2.97012 1.89389 2.54633
O -0.44686 2.37626 2.23251
O -1.80967 0.95645 0.57311
H 0.17292 4.95752 -1.31457
H -0.25005 4.47183 0.33102
H -1.51092 4.63589 -0.90320
H 0.38568 2.34555 0.66626
H -3.25900 2.36356 -2.82589
H 0.32581 1.86279 -3.90697
H -2.92245 2.46862 3.32007
C 0.97009 0.26478 4.22735
S 0.10305 -0.61621 2.99762
O -0.12146 -1.96733 3.39131
O -1.30275 0.07370 2.91684
O 0.76544 -0.37386 1.71831
H 0.52407 0.00400 5.18453
H 0.89002 1.32789 4.00320
H 2.00386 -0.07318 4.17058
```

Total charge = +1
M = 661.3 g mol⁻¹
Spin multiplicity = 5
LUMO energy (spin up / spin down) = -0.14766 / -0.20087 Eh

=====

Which of them is most stable, and which least? Most stable: entry 2; least stable: entry 1.

=====

Entry 1
DFT (ωB97M-V/def2-TZVPD) results for an isolated ion of composition C5H15N3 and charge -1.

```
23
Properties=species:S:1:pos:R:3
C 1.07252 -1.30006 -1.63480
C 0.27835 -0.00561 -1.55167
C -1.21196 -0.20439 -1.30480
C -1.67052 -0.08335 0.16716
N -1.08461 1.08587 0.85922
C -0.15855 0.82299 1.92125
N 1.14829 1.54330 1.79124
N 1.28211 -1.84167 -0.28601
H 2.00328 -1.13039 -2.18708
H 0.46229 -2.02781 -2.18647
H 0.47376 0.58387 -2.45178
H 0.69938 0.55070 -0.72788
H -1.81111 0.56692 -1.81084
H -1.54867 -1.15540 -1.73320
H -2.74287 0.10946 0.16204
H -1.46041 -0.99713 0.72170
H -0.81587 1.76759 0.16744
H -0.58369 1.08228 2.89207
H 0.12771 -0.20832 1.97508
H 1.14498 2.26532 1.06990
H 1.29065 2.07556 2.62891
H 1.47202 -1.05714 0.32682
H 2.00184 -2.54961 -0.26099
```

Total charge = -1
M = 117.2 g mol⁻¹
Spin multiplicity = 2
LUMO energy (spin up / spin down) = 0.14718 / 0.14589 Eh

=====

Entry 2
DFT (ωB97M-V/def2-TZVPD) results for a 2-piece molecular cluster, C5H15N3 overall.

```
23
Properties=species:S:1:pos:R:3
C -2.64886 1.03961 -0.68270
C -1.24520 0.49477 -0.93123
C -1.22234 -1.01983 -0.86196
N -0.71666 0.89271 -2.24861
H -3.03242 0.72545 0.28736
H -2.63236 2.13344 -0.71335
H -3.33648 0.62460 -1.42997
H -0.56506 0.85750 -0.15871
H -0.29984 -1.42071 -1.27890
H -1.42152 -1.39041 0.14446
H -2.01819 -1.43118 -1.49996
H -0.86202 1.88503 -2.40098
H -1.26650 0.42700 -2.96261
C 1.37700 0.78666 2.17971
N 2.63054 -0.89524 0.40406
C 1.38508 -1.16046 0.92402
N 0.72030 -0.42790 1.73136
H 2.30360 0.55334 2.73182
H 0.73146 1.35895 2.85013
H 1.70193 1.43862 1.35776
H 2.89629 -1.58394 -0.30425
H 2.79155 0.05131 0.06402
H 0.90595 -2.11108 0.72528
```

Total charge = -1
M = 117.2 g mol⁻¹
Spin multiplicity = 2
LUMO energy (spin up / spin down) = 0.14141 / 0.13349 Eh

=====

Which of them is most stable, and which least? Most stable: entry 2; least stable: entry 1.